90
Properties=species:S:1:pos:R:3:mulliken_charge:R:1 method="wB97M-V/def2-TZVPD" homo_lumo_gap_ev=5.79 homo_energy_ev=-18.5 largest_force_ev_per_a=0.409 e_above_lowest_kcal_mol=0.00 charge=+4
Hf -0.91771 -0.52037 0.80335 0.920
Se -0.47503 -5.23430 7.05234 0.469
N -1.75859 -4.20561 6.41453 -0.804
C -1.27785 -3.59451 5.35612 0.710
C -2.03637 -2.64364 4.55715 0.391
C -3.35515 -2.26602 4.84689 -0.441
C -3.98725 -1.33790 4.04281 -1.116
C -3.30379 -0.80943 2.95604 -0.009
N -2.04451 -1.16234 2.65366 -0.035
C -1.41373 -2.06485 3.45547 -0.179
C -0.04312 -2.38669 3.10671 0.178
N 0.47276 -1.75245 2.01520 -0.143
C 1.74598 -2.00574 1.66416 0.114
C 2.55072 -2.88721 2.37391 -1.311
C 2.03072 -3.53149 3.47929 -0.571
C 0.70513 -3.28244 3.86344 0.368
C 0.07253 -3.90730 5.01586 0.782
N 0.67730 -4.77144 5.79854 -0.800
H -3.85282 -2.70487 5.70323 0.629
H -4.99941 -1.01834 4.24573 0.470
H -3.77576 -0.07703 2.31175 0.522
H 2.13350 -1.47407 0.80340 0.446
H 3.57078 -3.05267 2.05796 0.599
H 2.62408 -4.22622 4.06182 0.621
F -0.51700 -5.06362 -4.25390 -0.238
C 0.57740 -4.43614 -4.75397 0.757
F 0.36394 -4.20041 -6.03715 -0.227
F 1.60954 -5.25726 -4.61969 -0.256
C 0.76910 -3.15588 -3.96764 -0.058
C 1.78216 -3.04834 -3.02905 -1.294
C 1.85363 -1.91729 -2.22713 -0.423
C 0.92693 -0.88794 -2.38423 0.702
C -0.06689 -0.98642 -3.36184 -0.669
C -0.14347 -2.12076 -4.15294 -0.908
P 0.85646 0.44896 -1.16064 1.858
C 0.22634 1.95724 -1.94288 0.539
C 1.09881 2.91372 -2.45532 -0.628
C 0.59531 4.07578 -3.02969 -1.110
C -0.77221 4.28140 -3.07960 0.021
C -1.65603 3.32137 -2.59288 -0.910
C -1.15500 2.16617 -2.02434 0.333
C -1.35032 5.57896 -3.61156 0.732
F -2.33466 5.33945 -4.47166 -0.237
F -0.43043 6.32845 -4.19721 -0.251
F -1.86745 6.27060 -2.57810 -0.237
C 2.53831 0.79266 -0.61125 0.367
C 3.61470 0.69092 -1.49712 -0.547
C 4.88163 1.06573 -1.08230 -1.071
C 5.07491 1.54269 0.20912 -0.060
C 4.01285 1.64817 1.09593 -0.800
C 2.74358 1.27383 0.68292 -0.429
C 6.47081 1.97945 0.62151 0.730
F 7.36816 1.06663 0.25811 -0.233
F 6.55079 2.15475 1.94012 -0.260
F 6.77247 3.13095 0.02223 -0.223
H 2.51038 -3.84179 -2.92536 0.561
H 2.64759 -1.84181 -1.49456 0.384
H -0.76353 -0.17204 -3.52563 0.555
H -0.89816 -2.20372 -4.92527 0.543
H 2.16966 2.77204 -2.40671 0.430
H 1.26986 4.82144 -3.42882 0.557
H -2.72251 3.49105 -2.66734 0.508
H -1.84367 1.41388 -1.65292 -0.012
H 3.47242 0.32231 -2.50530 0.659
H 5.72192 0.98723 -1.76019 0.493
H 4.18527 2.01532 2.09828 0.584
H 1.90980 1.36517 1.37612 0.285
Se -1.09345 -3.99008 -1.34404 0.442
N -2.62461 -3.85565 -2.13058 -0.595
C -3.21876 -2.71339 -1.78486 0.570
C -4.47242 -2.19896 -2.20723 -0.504
C -4.84521 -0.97234 -1.71043 -1.036
C -4.01776 -0.26226 -0.82035 -0.229
N -2.84011 -0.71759 -0.39259 -0.103
C -2.46201 -1.93596 -0.87707 1.087
N -1.28575 -2.41873 -0.47457 -0.338
H -5.09839 -2.75868 -2.89180 0.561
H -5.78810 -0.52699 -1.99680 0.481
H -4.33080 0.70572 -0.44663 0.580
C -0.38230 4.83292 0.76151 -0.520
N -0.85771 3.90482 1.82410 -0.008
C -1.27479 4.49489 3.12628 -0.869
C -0.91748 2.66345 1.61180 0.963
N -0.95840 1.50257 1.38620 -0.579
H 0.47477 5.37805 1.15212 0.377
H -1.19229 5.52026 0.52292 0.414
H -0.10098 4.26234 -0.12029 -0.054
H -0.42240 5.02912 3.54084 0.340
H -1.59034 3.70760 3.80475 0.342
H -2.09653 5.18290 2.93718 0.353